Entry 1:
{
  "formula": "C23H49BBr2IN4O3P",
  "method": "ωB97M-V/def2-TZVPD",
  "symbols": ["C", "C", "C", "N", "C", "N", "C", "C", "C", "C", "C", "C", "B", "C", "O", "N", "P", "C", "C", "C", "C", "C", "C", "C", "C", "C", "O", "N", "O", "C", "Br", "C", "C", "Br", "H", "H", "H", "H", "H", "H", "H", "H", "H", "H", "H", "H", "H", "H", "H", "H", "H", "H", "H", "H", "H", "H", "H", "H", "H", "H", "H", "H", "H", "H", "H", "H", "H", "H", "H", "H", "H", "H", "H", "H", "H", "H", "H", "H", "H", "H", "H", "H", "H", "I"],
  "positions_angstrom": [[-0.677, 5.388, -1.203], [-0.862, 3.978, -2.014], [0.442, 2.939, -1.854], [0.176, 1.647, -1.212], [-0.331, 1.603, 0.165], [-0.558, 2.886, 0.924], [0.408, 0.594, 1.243], [-0.570, -0.264, 2.203], [-1.842, -1.052, 1.594], [-3.306, -0.665, 2.305], [-3.305, -0.849, 3.935], [-3.816, 0.808, 1.778], [1.342, 1.423, 2.385], [2.416, 2.623, 2.054], [1.323, 1.044, 3.845], [1.507, -0.125, 0.503], [2.698, -0.967, 1.565], [4.412, -0.730, 0.652], [2.536, -2.832, 1.697], [1.569, -3.346, 2.964], [1.154, -0.818, -0.801], [0.267, -2.149, -0.773], [0.713, -3.484, -1.565], [-0.317, -3.956, -2.798], [2.194, -3.612, -2.206], [0.671, 0.398, -1.854], [2.004, 0.759, -2.456], [2.418, -0.119, -3.366], [3.286, 0.476, -4.014], [-0.396, -0.050, -2.994], [-0.311, 1.028, -4.730], [-1.981, -0.050, -2.644], [-2.906, 1.103, -3.381], [-2.954, -1.743, -3.277], [-1.328, 6.219, -1.727], [-1.188, 5.219, -0.137], [0.443, 5.686, -1.036], [-1.777, 3.365, -1.554], [-1.115, 4.116, -3.165], [1.200, 3.548, -1.158], [0.906, 2.978, -2.922], [-1.450, 1.185, 0.075], [-1.521, 3.253, 0.757], [0.155, 3.620, 0.777], [-1.046, 0.506, 2.986], [0.063, -1.010, 2.845], [-1.667, -2.223, 1.751], [-2.018, -0.909, 0.448], [-4.070, -1.460, 1.846], [-2.606, -1.716, 4.324], [-2.879, 0.163, 4.386], [-4.421, -0.943, 4.332], [-3.709, 0.798, 0.590], [-4.968, 0.876, 1.987], [-3.204, 1.708, 2.211], [3.414, 2.370, 2.657], [2.607, 2.718, 0.892], [1.999, 3.620, 2.503], [0.878, 1.762, 4.383], [2.138, 0.670, 0.149], [4.449, -1.362, -0.344], [5.318, -1.035, 1.366], [4.473, 0.400, 0.330], [2.233, -3.426, 0.739], [3.614, -3.254, 1.996], [2.026, -4.365, 3.381], [1.777, -2.549, 3.827], [0.441, -3.434, 2.672], [2.264, -1.195, -1.058], [-0.883, -1.990, -1.062], [0.173, -2.467, 0.378], [0.621, -4.401, -0.801], [-0.210, -3.297, -3.758], [-1.420, -4.114, -2.432], [0.077, -5.040, -3.103], [2.554, -2.723, -2.876], [2.262, -4.670, -2.756], [2.966, -3.699, -1.300], [-0.120, -1.157, -3.347], [-2.269, -0.012, -1.512], [-2.537, 2.197, -3.261], [-3.213, 0.813, -4.499], [-3.949, 1.060, -2.796], [-2.889, 1.716, 5.342]],
  "mulliken_charge": [-1.001, -0.031, -0.471, 1.797, -0.889, -0.311, -0.130, -0.640, -0.226, -0.162, -0.819, -0.502, 0.975, -0.694, -0.660, -0.304, 0.412, -1.010, -0.205, -0.871, 0.336, 0.704, -0.385, -1.042, -0.793, -0.339, -0.198, 0.106, -0.488, -0.501, -0.057, 0.472, -1.111, -0.072, 0.306, 0.208, 0.254, 0.044, 0.360, 0.303, 0.361, -0.291, 0.449, 0.254, 0.109, -0.080, 0.326, -0.181, 0.378, 0.196, -0.098, 0.368, -0.042, 0.429, 0.028, 0.225, 0.175, 0.310, 0.315, 0.355, 0.271, 0.401, 0.265, -0.045, 0.482, 0.376, 0.268, 0.192, 0.343, -0.222, -0.533, 0.338, 0.247, 0.207, 0.430, 0.090, 0.366, 0.219, 0.635, -0.533, 0.184, 0.407, 0.379, -0.718],
  "e_tot_ha": -7161.86960,
  "homo_lumo_gap_ha": 0.147,
  "lumo_ev": -1.18,
  "e_homo_ev": -5.18
}

---

Entry 2:
{
  "formula": "C5H10O5",
  "method": "ωB97M-V/def2-TZVPD",
  "symbols": ["C", "C", "C", "C", "C", "H", "H", "H", "H", "H", "H", "H", "H", "H", "H", "O", "O", "O", "O", "O"],
  "positions_angstrom": [[1.292, -0.046, -0.880], [0.914, -1.573, -0.437], [-1.324, -0.842, 0.008], [-1.031, 0.690, -0.459], [0.325, 1.092, -0.422], [2.429, 0.779, 0.433], [1.366, -0.081, -1.950], [1.355, -2.025, 0.473], [1.419, -2.059, -1.535], [-2.396, -0.986, -0.226], [-2.012, -1.600, 1.712], [-1.372, 0.498, -1.553], [-0.670, 2.172, 0.965], [0.347, 2.026, -1.097], [0.401, 0.447, 1.306], [2.636, 0.189, -0.338], [-0.592, -1.781, -0.589], [-1.258, -0.902, 1.405], [-1.741, 1.712, 0.329], [0.715, 1.395, 1.019]],
  "mulliken_charge": [-0.277, -0.433, -0.302, 0.322, -0.337, 0.432, 0.494, 0.299, 0.239, 0.568, 0.365, 0.328, 0.528, 0.235, 0.524, -0.588, -0.361, -0.583, -0.727, -0.728],
  "e_tot_ha": -572.54380,
  "de_lowest_kj_mol": 526.25,
  "homo_lumo_gap_ha": 0.370,
  "lumo_ev": 0.38,
  "e_homo_ev": -9.68
}

---

Entry 3:
{
  "formula": "C8H11NO6Yb",
  "method": "ωB97M-V/def2-TZVPD",
  "symbols": ["C", "C", "O", "N", "C", "C", "O", "C", "O", "O", "C", "C", "C", "O", "O", "H", "H", "H", "H", "H", "H", "H", "H", "H", "H", "H", "Yb"],
  "positions_angstrom": [[3.439, -0.714, 0.977], [1.850, -0.689, 0.680], [1.176, -1.593, 1.188], [1.330, 0.378, -0.213], [1.925, 0.022, -1.593], [-0.166, 0.321, -0.384], [-0.521, 1.598, -1.065], [-1.151, 2.633, -0.249], [-1.322, 3.882, -0.526], [-1.480, 1.970, 0.952], [-1.136, 0.513, 0.880], [-2.553, -0.126, 0.481], [-2.655, -1.696, 0.711], [-1.707, -2.477, 0.848], [-3.972, -2.265, 0.731], [3.784, -1.770, 0.674], [3.673, -0.602, 2.082], [4.022, 0.018, 0.330], [3.065, 0.183, -1.614], [1.691, -1.099, -1.726], [1.483, 0.657, -2.454], [-0.549, -0.433, -1.167], [-0.721, 0.299, 1.913], [-2.872, 0.105, -0.600], [-3.360, 0.355, 1.141], [-4.323, -2.239, -0.194], [1.049, 2.769, -1.804]],
  "mulliken_charge": [-0.902, 0.316, -0.382, 0.047, -1.000, -0.076, -0.216, 0.593, -0.486, -0.306, 0.403, -0.775, 0.359, -0.411, -0.457, 0.327, 0.336, 0.272, 0.241, 0.460, 0.440, 0.229, 0.501, 0.380, 0.419, 0.352, 1.334],
  "e_tot_ha": -1975.60075,
  "homo_lumo_gap_ha": 0.254,
  "lumo_ev": -9.23,
  "charge": 2,
  "e_homo_ev": -16.15
}

---

Please write out number 3 again, unchanged.
{
  "formula": "C8H11NO6Yb",
  "method": "ωB97M-V/def2-TZVPD",
  "symbols": ["C", "C", "O", "N", "C", "C", "O", "C", "O", "O", "C", "C", "C", "O", "O", "H", "H", "H", "H", "H", "H", "H", "H", "H", "H", "H", "Yb"],
  "positions_angstrom": [[3.439, -0.714, 0.977], [1.850, -0.689, 0.680], [1.176, -1.593, 1.188], [1.330, 0.378, -0.213], [1.925, 0.022, -1.593], [-0.166, 0.321, -0.384], [-0.521, 1.598, -1.065], [-1.151, 2.633, -0.249], [-1.322, 3.882, -0.526], [-1.480, 1.970, 0.952], [-1.136, 0.513, 0.880], [-2.553, -0.126, 0.481], [-2.655, -1.696, 0.711], [-1.707, -2.477, 0.848], [-3.972, -2.265, 0.731], [3.784, -1.770, 0.674], [3.673, -0.602, 2.082], [4.022, 0.018, 0.330], [3.065, 0.183, -1.614], [1.691, -1.099, -1.726], [1.483, 0.657, -2.454], [-0.549, -0.433, -1.167], [-0.721, 0.299, 1.913], [-2.872, 0.105, -0.600], [-3.360, 0.355, 1.141], [-4.323, -2.239, -0.194], [1.049, 2.769, -1.804]],
  "mulliken_charge": [-0.902, 0.316, -0.382, 0.047, -1.000, -0.076, -0.216, 0.593, -0.486, -0.306, 0.403, -0.775, 0.359, -0.411, -0.457, 0.327, 0.336, 0.272, 0.241, 0.460, 0.440, 0.229, 0.501, 0.380, 0.419, 0.352, 1.334],
  "e_tot_ha": -1975.60075,
  "homo_lumo_gap_ha": 0.254,
  "lumo_ev": -9.23,
  "charge": 2,
  "e_homo_ev": -16.15
}

---

Q: Which formula does entry 2 have?
A: C5H10O5